Record 1
The following is a quantum chemistry calculation of a molecular structure, C27H24N7O10ReSi, from the Open Molecules 2025 dataset.

Each line ends with the Löwdin charge.
Geometry (Å):
1 Re -0.17721 0.31959 -0.20177  1.732
2 C 0.27920 -0.41501 4.10694  0.008
3 C 0.22231 -0.75068 2.64594  -0.326
4 O 0.03758 0.20018 1.86869  -0.090
5 C 0.38863 -2.11428 2.18462  -0.085
6 C 0.59738 -3.15004 3.11579  -0.031
7 C 0.79340 -4.44581 2.70866  -0.080
8 C 0.79019 -4.74330 1.34154  -0.046
9 C 0.57914 -3.76192 0.40543  0.023
10 C 0.37171 -2.43606 0.80901  -0.252
11 O 0.16524 -1.54633 -0.14959  -0.207
12 H 0.17494 0.66051 4.22026  0.093
13 H 1.22633 -0.73966 4.53737  0.095
14 H -0.52585 -0.91830 4.64427  0.094
15 H 0.61262 -2.91476 4.17098  0.105
16 H 0.96107 -5.22714 3.43716  0.100
17 H 0.96804 -5.75779 1.00899  0.113
18 H 0.58860 -3.96803 -0.65327  0.102
19 O -0.54565 4.39545 0.28389  0.086
20 C 0.01565 3.32269 0.28838  -0.525
21 O -0.59236 2.22404 -0.11857  -0.186
22 C 1.42995 3.17928 0.75953  -0.036
23 C 2.01116 4.30190 1.32504  0.076
24 C 3.31413 4.26000 1.78862  -0.139
25 C 4.06797 3.09559 1.72457  0.080
26 C 3.48506 1.98013 1.18411  -0.056
27 C 2.17565 1.97287 0.62911  -0.262
28 O 1.74236 0.93667 0.01038  -0.164
29 N 4.24626 0.73048 1.25717  -0.345
30 O 3.63923 -0.27591 1.55613  0.103
31 O 5.44020 0.78709 1.03289  0.084
32 N 3.90528 5.44748 2.39067  -0.365
33 O 5.05344 5.36982 2.79296  0.058
34 O 3.23784 6.46413 2.42593  0.066
35 H 1.42667 5.20788 1.39224  0.133
36 H 5.07633 3.05862 2.10728  0.133
37 C 1.16115 1.19533 -3.57810  -0.029
38 C -0.23141 0.67792 -3.44252  -0.299
39 C -1.08310 0.49621 -4.52589  -0.031
40 C -2.37256 0.03072 -4.31566  -0.051
41 C -2.85421 -0.21152 -3.03893  -0.013
42 C -1.97730 0.02823 -1.98835  -0.392
43 N -0.69686 0.41395 -2.22204  0.008
44 N -2.11833 -0.05017 -0.62531  -0.182
45 Si -3.60923 0.11366 0.26109  0.421
46 C -4.55685 -1.50620 0.21224  -0.172
47 C -3.18650 0.53824 2.03441  -0.162
48 C -4.64019 1.49004 -0.48523  -0.163
49 H 1.13010 2.26522 -3.79808  0.089
50 H 1.66995 0.68548 -4.39463  0.086
51 H 1.72207 1.01555 -2.66546  0.055
52 H -0.72021 0.69623 -5.52354  0.112
53 H -3.01707 -0.14818 -5.16738  0.109
54 H -3.85553 -0.57460 -2.86090  0.099
55 H -3.93307 -2.32262 0.58120  0.029
56 H -4.87030 -1.76168 -0.80189  0.020
57 H -5.45397 -1.45625 0.83412  0.027
58 H -2.95100 -0.35428 2.61839  0.028
59 H -4.03617 1.03387 2.50885  0.032
60 H -2.33365 1.21606 2.08286  0.018
61 H -4.98065 1.25495 -1.49458  0.020
62 H -4.04960 2.40736 -0.53664  0.039
63 H -5.52150 1.68725 0.12903  0.028
64 O 1.96084 -1.37582 -2.33775  -0.135
65 N 1.22788 -1.94009 -3.16638  -0.073
66 C 1.36187 -3.26741 -3.34309  -0.348
67 C 2.29477 -4.05108 -2.61632  -0.247
68 N 3.05054 -4.70391 -2.03834  0.131
69 C 0.49594 -3.88448 -4.28159  -0.243
70 N -0.20831 -4.38742 -5.04494  0.098

Highest occupied orbital energy (spin up / spin down), eV: -5.294 / -5.297
Energy above the lowest of the compared OMol25 structures with the same formula, charge and spin, kcal/mol: 11.4
Total charge: -1
Molecular weight, g mol⁻¹: 820.821
Multiplicity: 2
Strongest force on any atom, hartree/bohr: 0.0114
Calculated total energy, Eh: -2546.75132

Record 2
The following is a quantum chemistry calculation of 2 unconnected molecules or ions with the total composition C3H11N4S at a distorted geometry, from the Open Molecules 2025 dataset.

Each line ends with the Löwdin charge.
Geometry (Å):
1 C 2.36864 -0.25662 0.65781  -0.006
2 C -2.49433 0.78454 0.80092  -0.313
3 C 0.01474 0.35649 0.27278  -0.426
4 N -1.76698 -1.80552 -0.37738  0.051
5 N -0.66024 -1.40565 -0.72267  -0.017
6 N 1.32064 0.43540 -0.02457  -0.312
7 N 1.66370 0.91186 -1.25230  0.130
8 S -1.23881 1.39098 -0.39308  0.930
9 H 2.16737 -0.84468 1.55779  0.114
10 H 2.85441 -0.88690 -0.10607  0.114
11 H 3.02520 0.53872 0.94632  0.097
12 H -2.38146 1.27061 1.84355  0.104
13 H -2.27797 -0.22673 0.60485  -0.057
14 H -3.29969 1.18837 0.16808  0.040
15 H -0.11046 -0.06805 1.25932  0.117
16 H -2.31370 -2.52934 -0.94078  0.132
17 H 2.47008 1.44050 -1.13368  0.092
18 H -0.19175 -1.74498 -1.66963  0.166
19 H 0.85062 1.45100 -1.49127  0.043

Highest occupied orbital energy, eV: -13.016
Energy above the lowest of the compared OMol25 structures with the same formula, charge and spin, kcal/mol: 23.9
Total charge: +1
Molecular weight, g mol⁻¹: 135.216
Strongest force on any atom, hartree/bohr: 0.0881
Calculated total energy, Eh: -737.70718

Record 3
The following is a quantum chemistry calculation of a molecular structure, C11H14BF3HgN6 at a distorted geometry, from the Open Molecules 2025 dataset.

Each line ends with the Löwdin charge.
Geometry (Å):
1 C 1.39189 -2.74305 0.18580  -0.073
2 N 0.64415 -1.63290 0.17049  -0.250
3 N 0.07684 -1.46545 -1.03582  0.019
4 C 0.46175 -2.49417 -1.81771  0.037
5 C 1.30005 -3.33141 -1.08316  0.046
6 B -0.79949 -0.22978 -1.46619  -0.473
7 N -1.94256 -0.03778 -0.43659  -0.018
8 N -1.72170 -0.03775 0.89439  -0.090
9 C -2.88929 0.16646 1.52598  -0.074
10 C -3.90476 0.30262 0.56044  0.019
11 C -3.25905 0.16212 -0.66798  0.016
12 Hg 0.31589 -0.43432 1.50718  1.544
13 N 0.05503 1.05258 -1.59196  -0.075
14 N 0.77959 1.55161 -0.54913  -0.012
15 C 1.44880 2.61133 -1.04436  -0.108
16 C 1.15321 2.80216 -2.42661  -0.010
17 C 0.25416 1.77740 -2.72589  -0.036
18 H 2.09911 3.19065 -0.40748  0.112
19 H -0.25283 1.51825 -3.64826  0.135
20 H 1.52642 3.56782 -3.09069  0.112
21 H -1.27271 -0.49949 -2.54390  0.137
22 H -3.63487 0.18783 -1.68481  0.154
23 H 0.11272 -2.55052 -2.84369  0.159
24 H -4.96356 0.46953 0.73421  0.130
25 H 1.78001 -4.24721 -1.41764  0.138
26 H -2.93975 0.18760 2.60447  0.128
27 H 1.92946 -3.03969 1.07583  0.137
28 H 0.39522 1.49909 1.64570  0.078
29 C 0.13652 1.22040 2.78287  -0.018
30 H -0.83531 1.45408 2.95709  0.023
31 H 0.13308 -0.14092 3.15487  0.148
32 H 0.93798 1.39460 3.36778  0.030
33 F 3.03147 0.59899 2.19855  0.113
34 C 2.49848 -0.54195 1.63227  -0.411
35 F 3.31458 -1.03395 0.65321  0.172
36 F 2.63944 -1.25479 2.83072  0.059

Highest occupied orbital energy (spin up / spin down), eV: -15.297 / -15.297
Total charge: +2
Molecular weight, g mol⁻¹: 498.671
Strongest force on any atom, hartree/bohr: 0.1348
Calculated total energy, Eh: -1233.09664